Model A:
12
Properties=species:S:1:pos:R:3 method="wB97M-V/def2-TZVPD" homo_ev=-8.22 gap_ev=7.8
C -3.43 0.20 -0.08
C -2.26 0.18 0.11
C 1.01 1.49 0.63
C 1.00 1.65 -0.64
C 0.49 0.37 -0.02
C 0.65 -1.09 0.01
H -4.45 0.05 0.16
H 1.18 1.89 1.56
H 1.34 2.16 -1.64
H 1.65 -1.47 -0.08
H 0.04 -1.51 -0.69
H 0.31 -1.33 1.01

=====

Model B:
12
Properties=species:S:1:pos:R:3 method="wB97M-V/def2-TZVPD" homo_ev=-8.15 gap_ev=8.2
C 1.55 -0.82 0.14
C -0.05 1.42 -0.04
C -1.51 -0.73 -0.20
C 0.80 0.30 -0.59
C 0.02 -0.84 0.00
C -0.73 0.25 0.63
H 2.09 -1.67 -0.42
H 1.87 -0.66 1.18
H 0.37 2.22 0.57
H -0.63 2.04 -0.84
H -1.75 -0.48 -1.17
H -2.32 -1.41 0.13

=====

Relative energies with respect to the most stable structure, expressed in kJ/mol: model A 92.9; model B 0.0.

=====

Model A:
12
Properties=species:S:1:pos:R:3 method="wB97M-V/def2-TZVPD" homo_ev=-9.93 gap_ev=11.0
C 1.06 -1.17 -0.17
C -0.17 -0.44 0.38
C 0.18 0.88 0.95
C 0.43 1.99 1.34
C -1.16 -0.16 -0.67
C -1.90 0.26 -1.52
H 1.50 -0.59 -0.99
H 1.80 -1.30 0.62
H 0.77 -2.15 -0.56
H -0.64 -1.05 1.16
H 0.64 2.98 1.68
H -2.52 0.77 -2.22

=====

Model B:
12
Properties=species:S:1:pos:R:3 method="wB97M-V/def2-TZVPD" homo_ev=-9.07 gap_ev=9.1
C 1.75 -0.58 -0.71
C 0.92 0.42 -1.00
C -0.78 -1.63 2.71
C -1.04 2.00 -1.52
C -0.72 -1.09 1.63
C -0.04 1.15 -1.30
H 2.71 -0.65 -1.03
H -1.15 -1.79 3.70
H 1.58 -1.37 -0.03
H -1.80 1.81 -0.79
H -0.98 2.66 -2.28
H -0.46 -0.93 0.63

=====

Relative energies with respect to the most stable structure, expressed in kJ/mol: model A 0.0; model B 203.6.

=====

Model A:
52
Properties=species:S:1:pos:R:3 method="wB97M-V/def2-TZVPD" total_charge=+1 homo_ev=-10.99 gap_ev=8.6
C 0.50 -1.76 0.53
N 1.93 -1.50 0.75
C 2.75 -2.68 0.38
C 3.24 -2.57 -1.07
C -0.41 -0.71 1.08
N 0.11 -0.16 2.39
C -0.06 -0.97 3.58
H 0.35 -1.71 -0.56
H 0.24 -2.81 0.64
H 2.30 -0.69 0.29
H 3.57 -2.55 1.08
H 2.19 -3.60 0.51
H 2.86 -1.70 -1.62
H 2.80 -3.38 -1.67
H 4.30 -2.74 -1.18
H -1.44 -0.95 1.27
H -0.31 0.20 0.54
H -0.36 0.79 2.53
H 1.11 0.04 2.26
H -0.88 -1.65 3.39
H -0.43 -0.51 4.51
H 0.76 -1.62 3.81
H -3.99 4.26 -0.86
H -3.82 2.80 -0.73
O -3.34 3.63 -0.50
H -1.70 -0.05 -2.28
H -1.58 -1.55 -2.91
O -1.27 -0.93 -2.29
H 0.35 3.25 -1.90
H 1.70 3.09 -2.37
O 0.89 2.56 -2.29
H -1.69 2.35 2.50
H -1.83 1.69 3.77
O -1.14 2.05 3.21
H 5.31 0.00 2.49
H 4.52 -0.54 3.75
O 4.51 -0.45 2.78
H 1.52 1.34 -1.15
H 2.90 1.18 -0.59
O 1.97 1.13 -0.32
H 0.12 1.55 -4.45
H -0.55 2.78 -3.83
O -0.68 2.08 -4.51
H -0.72 -3.82 -1.09
H -2.12 -4.58 -0.99
O -1.59 -3.93 -1.40
H -3.52 2.16 0.79
H -3.81 0.78 1.36
O -3.15 1.46 1.35
H -2.42 1.56 -3.39
H -3.45 0.51 -2.81
O -2.88 1.26 -2.60

=====

Model B:
52
Properties=species:S:1:pos:R:3 method="wB97M-V/def2-TZVPD" total_charge=+1 homo_ev=-13.15 gap_ev=10.5
N 1.49 -0.82 0.53
C 0.61 0.10 -0.23
C -0.82 0.07 0.41
C -0.98 1.09 1.53
C -1.93 0.22 -0.63
C 1.28 1.50 -0.32
N 2.72 1.30 -0.76
H 1.79 -0.37 1.44
H 2.36 -0.93 -0.04
H 1.02 -1.74 0.64
H 0.44 -0.25 -1.25
H -0.96 -0.94 0.78
H -0.52 2.06 1.34
H -0.66 0.76 2.50
H -2.06 1.27 1.54
H -2.85 -0.27 -0.27
H -1.73 -0.34 -1.53
H -2.26 1.22 -0.84
H 1.27 1.97 0.66
H 0.79 2.12 -1.06
H 2.59 1.02 -1.74
H 3.16 2.21 -0.77
H -2.62 -3.51 2.10
H -2.47 -1.98 1.72
O -2.11 -2.71 2.23
H -0.52 -3.00 1.50
H 0.46 -4.13 0.99
O 0.09 -3.27 0.77
H -3.80 2.99 1.90
H -3.46 2.85 0.44
O -4.15 2.61 1.09
H 0.93 -1.44 3.78
H 2.39 -1.93 3.51
O 1.75 -1.23 3.32
H 4.79 -1.30 -0.02
H 3.85 -0.31 -0.68
O 4.11 -1.26 -0.69
H -3.53 3.64 -1.17
H -2.13 3.89 -1.72
O -2.62 3.81 -0.90
H -0.69 1.80 -3.19
H -2.19 1.46 -2.96
O -1.56 2.17 -2.95
H 0.74 -3.99 -2.40
H 0.36 -3.05 -1.36
O 0.25 -3.17 -2.32
H -1.04 -0.81 -4.28
H -0.23 -1.61 -3.22
O -0.69 -0.76 -3.38
H 2.63 1.68 3.17
H 3.46 1.24 1.83
O 2.64 1.21 2.35

=====

Relative energies with respect to the most stable structure, expressed in kJ/mol: model A 176.0; model B 0.0.

=====

Model A:
20
Properties=species:S:1:pos:R:3 method="wB97M-V/def2-TZVPD" total_charge=+1 homo_ev=-14.50 gap_ev=4.2
C 2.19 -0.33 0.62
C 0.91 0.08 1.51
C 0.35 1.32 0.77
N -0.06 -0.95 1.45
H 2.47 -1.36 0.60
H 1.72 -0.34 -0.73
H 3.27 0.29 0.62
H 1.32 0.08 2.49
H 0.07 0.93 -0.24
H 1.10 2.05 0.60
H -0.48 1.74 1.36
H -0.81 -1.02 1.99
H -5.92 -1.49 -0.12
H -0.31 -1.03 0.47
H 0.83 1.38 -3.11
H -5.26 -1.57 -1.21
O 0.70 1.28 -2.16
H 0.06 0.40 -1.97
H -1.50 -0.94 -1.67
O -0.65 -0.54 -1.26

=====

Model B:
20
Properties=species:S:1:pos:R:3 method="wB97M-V/def2-TZVPD" total_charge=+1 homo_ev=-15.71 gap_ev=12.5
C 0.75 0.10 -0.41
C 1.92 -0.86 -0.38
C 3.23 -0.11 -0.16
N -0.55 -0.63 -0.08
H 0.89 0.83 0.39
H 0.55 0.61 -1.34
H 2.00 -1.46 -1.29
H 1.79 -1.57 0.44
H 3.53 0.40 -1.07
H 3.17 0.63 0.64
H 4.04 -0.79 0.09
H -0.60 -1.57 -0.46
H -0.64 -0.68 0.94
H -1.42 -0.11 -0.26
H -4.06 -0.57 0.86
H -2.84 0.13 1.25
O -3.12 -0.76 0.96
H -2.49 2.83 0.11
H -3.37 1.64 -0.48
O -2.79 1.93 0.23

=====

Model C:
20
Properties=species:S:1:pos:R:3 method="wB97M-V/def2-TZVPD" total_charge=+1 homo_ev=-15.80 gap_ev=12.8
C 0.32 1.75 -1.58
C -0.50 0.78 -0.72
C -1.24 -0.33 -1.38
N 0.53 0.17 0.27
H 0.78 1.29 -2.46
H -0.41 2.50 -1.92
H 1.07 2.31 -1.03
H -1.16 1.37 -0.12
H -1.11 -0.78 -2.37
H -2.35 -0.27 -1.31
H -1.12 -1.22 -0.75
H 1.26 -0.32 -0.24
H 0.88 0.84 0.95
H 0.06 -0.54 0.86
H 2.74 -1.40 1.86
H 2.93 0.05 2.49
O 2.48 -0.47 1.82
H -2.06 -2.49 1.55
H -1.70 -1.49 2.49
O -1.42 -1.76 1.60

=====

Relative energies with respect to the most stable structure, expressed in kJ/mol: model A 1272.7; model B 0.0; model C 10.6.

=====

Model A:
20
Properties=species:S:1:pos:R:3 method="wB97M-V/def2-TZVPD" total_charge=-1 homo_ev=-3.57 gap_ev=6.4
C -1.63 0.70 0.18
O -2.95 0.53 -0.01
C -0.80 -0.55 -0.25
C 0.62 -0.53 0.26
C 1.38 0.59 -0.08
C 2.82 0.58 0.17
N 3.18 -0.25 1.25
H -1.25 1.60 -0.36
H -1.37 0.92 1.24
H -1.38 -1.43 0.00
H -0.72 -0.50 -1.34
H 1.12 -1.50 0.34
H 0.81 0.37 1.12
H 0.97 1.27 -0.81
H 3.18 0.24 -0.84
H 3.20 1.62 0.17
H 4.15 0.00 1.49
H -4.47 -1.42 -1.23
H -3.25 -0.60 -0.42
O -3.61 -1.64 -0.88

=====

Model B:
20
Properties=species:S:1:pos:R:3 method="wB97M-V/def2-TZVPD" total_charge=-1 homo_ev=-2.98 gap_ev=6.6
C 2.22 0.43 -2.20
C 1.60 -0.08 -1.13
O 1.30 0.69 -0.07
C 1.23 -1.53 -1.01
H 2.51 -0.21 -3.02
H 2.44 1.49 -2.25
H 0.50 0.29 0.43
H 1.77 -2.14 -1.73
H 1.46 -1.89 0.00
H 0.16 -1.67 -1.16
C -1.97 0.46 0.07
N -0.99 -0.07 1.02
C -1.09 0.72 2.36
O -2.31 0.86 2.82
H -2.96 0.52 0.52
H -1.98 -0.14 -0.84
H -1.66 1.48 -0.21
H -1.30 -1.00 1.28
H -0.55 1.67 2.11
H -0.40 0.12 3.00

=====

Relative energies with respect to the most stable structure, expressed in kJ/mol: model A 411.8; model B 0.0.

=====

Model A:
20
Properties=species:S:1:pos:R:3 method="wB97M-V/def2-TZVPD" total_charge=-1 homo_ev=-2.61 gap_ev=6.0
C 1.57 0.51 -1.10
C 0.28 0.10 -0.35
C 0.30 -1.26 0.43
C -1.05 -1.98 0.46
O -1.11 -3.07 1.35
N -0.10 1.16 0.63
C -0.71 2.47 -0.10
O 0.16 3.14 -0.84
H 2.47 0.66 -0.55
H 1.61 -0.12 -2.00
H 1.29 1.46 -1.59
H -0.52 0.01 -1.12
H 0.95 -1.83 -0.30
H 0.72 -1.13 1.43
H -1.86 -1.23 0.54
H -1.15 -2.53 -0.51
H -0.91 -2.84 2.26
H 0.67 1.32 1.27
H -1.55 2.18 -0.75
H -1.08 2.97 0.84

=====

Model B:
20
Properties=species:S:1:pos:R:3 method="wB97M-V/def2-TZVPD" total_charge=-1 homo_ev=-3.21 gap_ev=7.0
C -0.28 -1.19 1.07
O -1.67 -1.16 1.17
C 0.32 0.14 1.51
C 1.63 0.68 0.87
C 1.88 0.36 -0.60
C 0.13 1.83 -1.29
N 1.00 0.98 -1.59
H 0.11 -2.01 1.71
H -0.03 -1.44 0.02
H 0.36 0.24 2.59
H -0.41 0.85 1.13
H 2.52 0.33 1.42
H 1.66 1.76 1.07
H 1.59 -0.67 -0.77
H 2.94 0.46 -0.85
H -0.60 2.07 -2.06
H 0.04 2.32 -0.31
H -1.71 -1.57 -1.67
H -2.20 -1.24 -0.22
O -2.53 -1.33 -1.22

=====

Relative energies with respect to the most stable structure, expressed in kJ/mol: model A 43.1; model B 0.0.